Record 1
{"formula": "C29H48N3OsP2S", "method": "ωB97M-V/def2-TZVPD", "relative_energy_kcal_mol": 7.4, "total_charge": 3, "spin_multiplicity": 5, "energy_ev": -67178.2623, "species": ["Os", "C", "C", "C", "P", "C", "C", "C", "C", "C", "C", "C", "C", "C", "C", "N", "C", "C", "C", "C", "C", "C", "C", "P", "C", "C", "C", "C", "C", "C", "H", "H", "H", "H", "H", "H", "H", "H", "H", "H", "H", "H", "H", "H", "H", "H", "H", "H", "H", "H", "H", "H", "H", "H", "H", "H", "H", "H", "H", "H", "H", "H", "H", "H", "H", "H", "H", "H", "H", "H", "C", "N", "C", "S", "N", "C", "H", "H", "H", "H", "H", "H", "H", "H"], "coordinates": [[0.062, -0.275, 0.043], [2.380, -1.220, -2.450], [3.254, -1.140, -1.197], [4.702, -0.787, -1.518], [2.403, 0.017, -0.021], [3.246, 0.036, 1.626], [3.511, -1.380, 2.122], [2.310, 0.818, 2.548], [2.502, 1.721, -0.658], [3.680, 2.384, -0.942], [3.671, 3.695, -1.444], [4.924, 4.409, -1.762], [2.425, 4.311, -1.656], [1.246, 3.688, -1.331], [1.252, 2.384, -0.788], [0.123, 1.707, -0.433], [-1.021, 2.344, -0.007], [-1.012, 3.569, 0.683], [-2.183, 4.109, 1.157], [-3.424, 3.482, 0.956], [-4.662, 4.098, 1.483], [-3.441, 2.256, 0.273], [-2.273, 1.682, -0.194], [-2.057, 0.044, -0.972], [-3.515, -1.060, -0.644], [-4.755, -0.650, -1.441], [-3.759, -1.136, 0.864], [-1.794, 0.379, -2.797], [-2.845, 1.265, -3.452], [-1.622, -0.950, -3.526], [2.696, -2.047, -3.082], [2.456, -0.303, -3.031], [1.320, -1.362, -2.171], [3.231, -2.109, -0.676], [4.762, 0.100, -2.144], [5.154, -1.609, -2.069], [5.285, -0.636, -0.612], [4.191, 0.581, 1.511], [2.594, -1.972, 2.115], [3.876, -1.346, 3.146], [4.266, -1.884, 1.522], [1.337, 0.314, 2.626], [2.158, 1.833, 2.181], [2.728, 0.890, 3.549], [4.630, 1.892, -0.794], [5.785, 3.748, -1.792], [5.113, 5.171, -0.999], [4.841, 4.950, -2.705], [2.401, 5.297, -2.094], [0.302, 4.180, -1.517], [-0.074, 4.067, 0.878], [-2.148, 5.033, 1.716], [-4.653, 5.176, 1.324], [-4.717, 3.961, 2.567], [-5.562, 3.671, 1.050], [-4.389, 1.763, 0.116], [-3.182, -2.049, -0.988], [-5.642, -1.035, -0.942], [-4.735, -1.074, -2.441], [-4.860, 0.429, -1.527], [-4.193, -0.219, 1.253], [-2.833, -1.328, 1.412], [-4.449, -1.948, 1.084], [-0.832, 0.912, -2.811], [-3.767, 0.729, -3.644], [-2.464, 1.604, -4.413], [-3.068, 2.147, -2.857], [-2.562, -1.490, -3.593], [-0.887, -1.577, -3.013], [-1.274, -0.777, -4.542], [-0.165, -6.238, 1.482], [-0.221, -4.792, 1.595], [-0.073, -3.870, 0.668], [-0.098, -2.233, 1.280], [0.103, -4.035, -0.634], [0.131, -5.253, -1.432], [-0.426, -6.667, 2.445], [0.841, -6.569, 1.227], [-0.872, -6.604, 0.743], [-0.328, -4.441, 2.540], [0.179, -3.171, -1.163], [0.864, -5.964, -1.058], [0.407, -4.983, -2.448], [-0.849, -5.730, -1.461]]}

***

Record 2
{"formula": "C29H48N4O4", "method": "ωB97M-V/def2-TZVPD", "relative_energy_kcal_mol": 0.0, "total_charge": 0, "smiles": "CC(C)=N[C@@](C#N)(CCCO)[C@@H](C#N)CCCCCCCCCCCCn1cccc1.COC(=O)OC", "spin_multiplicity": 1, "energy_ev": -44995.4449, "species": ["C", "C", "C", "N", "C", "C", "N", "C", "C", "C", "O", "C", "C", "N", "C", "C", "C", "C", "C", "C", "C", "C", "C", "C", "C", "C", "N", "C", "C", "C", "C", "H", "H", "H", "H", "H", "H", "H", "H", "H", "H", "H", "H", "H", "H", "H", "H", "H", "H", "H", "H", "H", "H", "H", "H", "H", "H", "H", "H", "H", "H", "H", "H", "H", "H", "H", "H", "H", "H", "H", "H", "H", "H", "C", "O", "C", "O", "O", "C", "H", "H", "H", "H", "H", "H"], "coordinates": [[4.435, -2.456, 2.705], [5.165, -2.336, 1.305], [6.561, -3.083, 1.232], [4.593, -1.701, 0.324], [5.263, -0.409, -0.045], [5.939, 0.165, 1.220], [6.374, 0.686, 2.146], [6.458, -0.669, -1.106], [6.014, -1.502, -2.370], [6.001, -3.085, -2.137], [5.897, -3.670, -3.466], [4.191, 0.499, -0.771], [3.020, -0.454, -1.223], [2.043, -1.047, -1.327], [3.642, 1.766, -0.023], [2.099, 1.694, 0.410], [1.111, 2.175, -0.735], [-0.303, 2.655, -0.213], [-1.284, 1.398, -0.110], [-2.786, 1.953, -0.169], [-3.599, 1.343, -1.396], [-4.813, 0.450, -0.936], [-4.338, -0.948, -0.333], [-5.472, -1.425, 0.671], [-5.065, -2.859, 1.256], [-5.429, -4.031, 0.255], [-4.276, -4.625, -0.447], [-3.201, -5.291, 0.162], [-2.345, -5.731, -0.936], [-2.982, -5.292, -2.232], [-4.220, -4.578, -1.848], [3.359, -2.154, 2.650], [5.040, -1.795, 3.399], [4.585, -3.514, 3.060], [7.435, -2.370, 1.172], [6.553, -3.852, 0.420], [6.718, -3.652, 2.200], [7.390, -1.062, -0.625], [6.723, 0.370, -1.487], [6.828, -1.348, -3.147], [5.067, -1.145, -2.860], [7.023, -3.369, -1.752], [5.158, -3.419, -1.485], [6.744, -3.478, -3.911], [4.645, 0.846, -1.747], [3.679, 2.630, -0.756], [4.198, 2.110, 0.883], [2.003, 2.473, 1.232], [1.817, 0.717, 0.880], [0.966, 1.323, -1.454], [1.602, 3.001, -1.338], [-0.231, 3.233, 0.745], [-0.723, 3.329, -1.022], [-1.110, 0.697, -0.973], [-1.078, 0.898, 0.884], [-2.814, 3.080, -0.217], [-3.274, 1.680, 0.817], [-2.936, 0.743, -2.084], [-3.972, 2.219, -2.005], [-5.476, 0.205, -1.811], [-5.457, 0.961, -0.162], [-3.386, -0.886, 0.256], [-4.291, -1.716, -1.151], [-6.429, -1.565, 0.098], [-5.658, -0.702, 1.509], [-5.730, -3.003, 2.166], [-4.008, -2.867, 1.628], [-6.097, -3.595, -0.539], [-5.981, -4.833, 0.822], [-3.042, -5.446, 1.258], [-1.398, -6.320, -0.864], [-2.611, -5.487, -3.266], [-4.952, -4.136, -2.558], [-5.271, 7.787, 0.272], [-4.625, 7.828, 1.544], [-3.798, 6.801, 1.773], [-3.573, 5.891, 1.016], [-3.263, 6.961, 2.990], [-2.353, 5.929, 3.369], [-5.912, 8.664, 0.200], [-4.537, 7.827, -0.534], [-5.892, 6.895, 0.184], [-1.504, 5.895, 2.686], [-2.859, 4.963, 3.403], [-1.986, 6.164, 4.367]]}